{
  "formula": "C2H5N2",
  "method": "ωB97M-V/def2-TZVPD",
  "elements": ["C", "C", "N", "N", "H", "H", "H", "H", "H"],
  "positions_angstrom": [[-0.85, -0.48, -0.19], [1.36, 0.55, -0.04], [-1.56, 0.47, 0.22], [0.55, -0.41, 0.19], [-1.22, -1.32, -0.84], [1.04, 1.26, -0.70], [2.39, 0.53, 0.33], [-2.55, 0.44, 0.19], [0.82, -1.05, 0.83]],
  "homo_energy_ev": -15.83,
  "homo_lumo_gap_ev": 9.9,
  "mol_weight_g_mol": 57.1,
  "smiles": "[H]/N=C/[NH+]=C",
  "e_above_lowest_kj_mol": 70.30,
  "total_charge": 1,
  "e_tot_ha": -188.38872
}

{
  "formula": "C2H2Cl3NO",
  "method": "ωB97M-V/def2-TZVPD",
  "elements": ["C", "C", "N", "O", "Cl", "Cl", "Cl", "H", "H"],
  "positions_angstrom": [[-0.11, 0.00, -0.83], [0.57, 1.33, 3.13], [0.48, -0.93, -1.47], [-0.02, -1.99, -2.19], [-1.79, -0.09, -0.63], [1.91, 0.74, 2.25], [-0.47, 2.26, 2.21], [0.39, 0.88, -0.37], [-0.97, -2.21, -2.11]],
  "homo_energy_ev": -9.70,
  "homo_lumo_gap_ev": 8.5,
  "mol_weight_g_mol": 162.4,
  "e_above_lowest_kj_mol": 477.58,
  "e_tot_ha": -1587.79155
}

{
  "formula": "C3H8N2",
  "method": "ωB97M-V/def2-TZVPD",
  "elements": ["C", "N", "H", "H", "H", "C", "C", "N", "H", "H", "H", "H", "H"],
  "positions_angstrom": [[-0.58, -1.27, 2.52], [0.05, -1.04, 1.46], [-0.66, -2.28, 2.89], [-1.07, -0.50, 3.13], [0.12, -0.07, 1.17], [0.60, 1.68, -0.81], [0.12, 0.79, -1.78], [0.11, -0.50, -1.68], [1.07, 1.35, 0.11], [0.53, 2.72, -1.04], [-0.09, 1.20, -2.76], [0.06, -0.99, -0.77], [-0.27, -1.08, -2.43]],
  "homo_energy_ev": [-14.10, -14.10],
  "homo_lumo_gap_ev": [10.1, 6.5],
  "mol_weight_g_mol": 72.1,
  "e_above_lowest_kj_mol": 180.81,
  "s2": 0.764,
  "total_charge": 1,
  "e_tot_ha": -228.26959,
  "spin_multiplicity": 2
}

{
  "formula": "C5H10O",
  "method": "ωB97M-V/def2-TZVPD",
  "elements": ["C", "C", "C", "C", "C", "O", "H", "H", "H", "H", "H", "H", "H", "H", "H", "H"],
  "positions_angstrom": [[1.49, -0.89, -0.13], [0.43, -0.14, 0.66], [0.31, 1.36, 0.27], [-0.93, 1.02, -0.58], [-1.03, -0.33, 0.16], [-1.32, -1.42, -0.68], [1.40, -1.98, 0.02], [1.41, -0.70, -1.20], [2.49, -0.59, 0.20], [0.57, -0.33, 1.73], [0.08, 2.00, 1.13], [1.16, 1.79, -0.26], [-1.80, 1.68, -0.51], [-0.69, 0.85, -1.63], [-1.73, -0.27, 0.99], [-1.84, -2.06, -0.18]],
  "homo_energy_ev": -9.85,
  "homo_lumo_gap_ev": 10.7,
  "mol_weight_g_mol": 86.1,
  "smiles": "C[C@H]1CC[C@H]1O",
  "e_above_lowest_kj_mol": 86.37,
  "e_tot_ha": -271.71972
}

{
  "formula": "C6H6S3",
  "method": "ωB97M-V/def2-TZVPD",
  "elements": ["C", "C", "C", "C", "C", "C", "S", "S", "S", "H", "H", "H", "H", "H", "H"],
  "positions_angstrom": [[-1.80, -0.25, 0.94], [-1.66, 0.91, 0.15], [-0.92, -1.28, 0.72], [-0.65, 1.01, -0.79], [0.30, -1.00, 0.04], [0.33, 0.02, -0.97], [1.60, -0.43, -2.16], [1.56, -2.05, 0.47], [1.99, 1.75, 0.26], [-2.57, -0.26, 1.71], [-2.40, 1.80, 0.10], [-0.77, -2.16, 1.31], [-0.52, 1.92, -1.33], [2.27, -1.20, -1.04], [3.22, 1.23, 0.57]],
  "homo_energy_ev": [-8.30, -8.57],
  "homo_lumo_gap_ev": [6.3, 6.0],
  "mol_weight_g_mol": 174.3,
  "e_above_lowest_kj_mol": 221.38,
  "e_tot_ha": -1426.64372
}

{
  "formula": "C34H25AsBr4HgNOSSe",
  "method": "ωB97M-V/def2-TZVPD",
  "elements": ["Hg", "Br", "C", "Br", "H", "H", "Br", "C", "C", "C", "Br", "C", "C", "C", "C", "N", "C", "C", "O", "H", "H", "H", "H", "S", "C", "C", "C", "C", "C", "C", "As", "C", "C", "C", "C", "C", "C", "C", "C", "C", "C", "C", "C", "H", "H", "H", "H", "H", "H", "H", "H", "H", "H", "H", "H", "H", "H", "Se", "C", "C", "C", "C", "C", "C", "H", "H", "H", "H", "H"],
  "positions_angstrom": [[0.14, -1.74, -0.56], [2.43, -2.11, 0.47], [1.47, -1.46, 3.65], [0.30, -0.09, 4.11], [2.38, -1.13, 3.18], [0.98, -2.37, 3.32], [-1.91, -5.44, 1.97], [-3.02, -4.06, 1.29], [-4.38, -4.31, 1.16], [-5.21, -3.32, 0.71], [-7.08, -3.71, 0.55], [-4.73, -2.04, 0.40], [-5.53, -0.95, 0.00], [-4.95, 0.26, -0.26], [-3.56, 0.39, -0.14], [-2.78, -0.61, 0.21], [-3.32, -1.80, 0.50], [-2.40, -2.84, 0.96], [-1.14, -2.68, 1.10], [-4.77, -5.28, 1.41], [-6.60, -1.08, -0.08], [-5.55, 1.12, -0.55], [-3.08, 1.34, -0.35], [0.28, 0.23, -2.19], [-0.10, 1.91, -1.87], [-0.50, 2.64, -3.00], [-0.74, 4.00, -2.94], [-0.62, 4.67, -1.73], [-0.26, 3.96, -0.60], [0.03, 2.59, -0.64], [0.51, 1.62, 1.00], [0.36, 3.16, 2.23], [-0.79, 3.28, 3.01], [-0.97, 4.37, 3.85], [0.00, 5.36, 3.93], [1.16, 5.24, 3.17], [1.33, 4.15, 2.33], [2.46, 1.68, 0.85], [3.13, 1.69, -0.37], [4.51, 1.57, -0.42], [5.24, 1.42, 0.75], [4.59, 1.43, 1.97], [3.21, 1.57, 2.03], [-0.62, 2.10, -3.93], [-1.03, 4.54, -3.84], [-0.79, 5.74, -1.67], [-0.18, 4.50, 0.33], [-1.54, 2.51, 2.95], [-1.87, 4.45, 4.44], [-0.14, 6.21, 4.59], [1.93, 6.01, 3.23], [2.23, 4.08, 1.73], [2.56, 1.78, -1.29], [5.01, 1.56, -1.38], [6.31, 1.27, 0.70], [5.15, 1.31, 2.89], [2.71, 1.60, 2.99], [-0.81, -3.69, -2.19], [0.65, -4.47, -3.15], [1.98, -4.18, -2.84], [3.01, -4.74, -3.57], [2.75, -5.62, -4.62], [1.43, -5.93, -4.91], [0.39, -5.37, -4.19], [2.20, -3.50, -2.03], [4.04, -4.49, -3.32], [3.56, -6.05, -5.19], [1.21, -6.63, -5.72], [-0.64, -5.62, -4.43]],
  "homo_energy_ev": -1.86,
  "homo_lumo_gap_ev": 5.8,
  "mol_weight_g_mol": 1169.7,
  "e_above_lowest_kj_mol": 11.53,
  "s2": 0.755,
  "total_charge": -2,
  "e_tot_ha": -16925.57995,
  "spin_multiplicity": 2
}

{
  "formula": "C3H5FO2",
  "method": "ωB97M-V/def2-TZVPD",
  "elements": ["C", "C", "C", "H", "H", "H", "H", "H", "O", "O", "F"],
  "positions_angstrom": [[-1.07, -0.33, 0.16], [0.41, -0.23, 0.03], [0.91, 1.12, -0.25], [-0.06, -1.99, -0.17], [-1.24, 0.30, 0.98], [-1.76, -0.29, -0.68], [1.59, 1.40, 0.65], [1.42, 1.19, -1.11], [-1.10, -1.67, 0.67], [1.21, -1.18, 0.23], [-0.30, 1.70, -0.52]],
  "homo_energy_ev": -9.67,
  "homo_lumo_gap_ev": 10.0,
  "mol_weight_g_mol": 92.1,
  "e_above_lowest_kj_mol": 403.96,
  "e_tot_ha": -367.50338
}

{
  "formula": "C40H48N3O6P2PbS",
  "method": "ωB97M-V/def2-TZVPD",
  "elements": ["Pb", "N", "C", "C", "N", "H", "H", "H", "H", "H", "H", "H", "H", "C", "C", "C", "C", "C", "C", "C", "S", "O", "O", "N", "C", "C", "O", "O", "H", "H", "H", "H", "H", "H", "H", "H", "H", "O", "P", "C", "P", "O", "C", "C", "C", "C", "C", "C", "C", "C", "C", "C", "C", "C", "C", "C", "C", "C", "C", "C", "C", "C", "C", "C", "C", "C", "H", "H", "H", "H", "H", "H", "H", "H", "H", "H", "H", "H", "H", "H", "H", "H", "H", "H", "H", "H", "H", "H", "C", "C", "C", "C", "H", "H", "H", "H", "H", "H", "H", "H", "H"],
  "positions_angstrom": [[-1.51, -0.50, -1.83], [-1.03, -3.85, -1.56], [-2.33, -4.28, -1.19], [-2.76, -3.73, 0.16], [-1.90, -3.93, 1.39], [-0.93, -3.96, -2.55], [-0.19, -4.13, -1.08], [-2.37, -5.37, -1.15], [-3.00, -3.88, -1.94], [-3.78, -4.10, 0.42], [-2.82, -2.62, 0.04], [-1.07, -3.42, 1.20], [-1.80, -4.90, 1.38], [0.91, 1.14, -8.25], [-0.04, 0.30, -7.37], [-1.07, 0.89, -6.61], [-1.93, 0.15, -5.82], [-1.67, -1.20, -5.65], [-0.70, -1.80, -6.41], [0.05, -1.07, -7.36], [-2.75, -2.18, -4.65], [-3.90, -2.36, -5.48], [-2.02, -3.35, -4.22], [-3.09, -1.33, -3.43], [-4.18, -0.32, -3.46], [-3.78, 1.11, -3.09], [-4.76, 1.87, -3.10], [-2.54, 1.38, -2.85], [0.51, 1.18, -9.29], [1.87, 0.69, -8.43], [0.99, 2.12, -7.78], [-1.27, 1.95, -6.75], [-2.78, 0.61, -5.35], [-0.45, -2.82, -6.18], [0.84, -1.54, -7.92], [-4.90, -0.56, -2.69], [-4.72, -0.30, -4.41], [0.46, -1.44, 3.02], [1.46, -0.36, 3.04], [1.33, 0.96, 1.84], [-0.30, 1.68, 1.42], [-0.76, 1.54, -0.01], [-0.15, 3.44, 1.80], [0.36, 3.94, 3.05], [0.45, 5.30, 3.35], [-0.06, 6.14, 2.39], [-0.54, 5.72, 1.18], [-0.60, 4.35, 0.87], [-1.53, 1.03, 2.60], [-2.00, -0.25, 2.35], [-2.76, -0.90, 3.32], [-3.21, -0.20, 4.45], [-2.88, 1.16, 4.60], [-1.97, 1.76, 3.76], [3.14, -0.99, 2.80], [3.36, -2.24, 3.42], [4.55, -2.94, 3.29], [5.56, -2.31, 2.54], [5.34, -1.07, 1.96], [4.10, -0.44, 2.04], [1.39, 0.35, 4.68], [2.30, 1.31, 5.01], [2.22, 1.99, 6.24], [1.21, 1.56, 7.12], [0.34, 0.52, 6.79], [0.40, -0.08, 5.51], [1.75, 0.52, 0.94], [1.93, 1.79, 2.18], [0.75, 3.20, 3.75], [0.86, 5.66, 4.30], [0.01, 7.22, 2.58], [-1.03, 6.41, 0.51], [-1.05, 3.99, -0.08], [-1.86, -0.64, 1.35], [-3.12, -1.89, 3.16], [-3.92, -0.76, 5.12], [-3.25, 1.66, 5.49], [-1.58, 2.77, 3.96], [2.47, -2.69, 3.98], [4.73, -3.86, 3.79], [6.54, -2.76, 2.39], [5.99, -0.62, 1.32], [3.90, 0.41, 1.43], [2.99, 1.70, 4.30], [2.83, 2.84, 6.47], [1.13, 2.15, 8.03], [-0.53, 0.35, 7.48], [-0.31, -0.78, 5.03], [2.13, 1.26, -2.07], [1.74, -0.26, -1.90], [3.01, -1.17, -1.94], [0.54, -0.62, -2.87], [3.09, 1.48, -1.66], [1.46, 1.96, -1.63], [2.13, 1.52, -3.15], [1.34, -0.32, -0.87], [3.14, -1.50, -2.98], [2.79, -2.01, -1.27], [3.90, -0.70, -1.54], [0.50, -1.70, -3.00], [0.64, -0.06, -3.82]],
  "homo_energy_ev": -4.25,
  "homo_lumo_gap_ev": 6.1,
  "mol_weight_g_mol": 968.1,
  "e_above_lowest_kj_mol": 118.96,
  "total_charge": -1,
  "e_tot_ha": -3442.57117
}